# 1
{
  "formula": "C42H112B2F8N7O14",
  "method": "ωB97M-V/def2-TZVPD",
  "total_charge": 5,
  "symbols": ["C", "O", "C", "C", "N", "H", "H", "C", "C", "O", "C", "H", "H", "H", "H", "H", "H", "H", "H", "H", "H", "H", "H", "H", "H", "C", "O", "C", "C", "N", "H", "H", "C", "C", "O", "C", "H", "H", "H", "H", "H", "H", "H", "H", "H", "H", "H", "H", "H", "H", "C", "O", "C", "C", "N", "H", "H", "C", "C", "O", "C", "H", "H", "H", "H", "H", "H", "H", "H", "H", "H", "H", "H", "H", "H", "C", "O", "C", "C", "N", "H", "H", "C", "C", "O", "C", "H", "H", "H", "H", "H", "H", "H", "H", "H", "H", "H", "H", "H", "H", "C", "O", "C", "C", "N", "H", "H", "C", "C", "O", "C", "H", "H", "H", "H", "H", "H", "H", "H", "H", "H", "H", "H", "H", "H", "C", "O", "C", "C", "N", "H", "H", "C", "C", "O", "C", "H", "H", "H", "H", "H", "H", "H", "H", "H", "H", "H", "H", "H", "H", "C", "O", "C", "C", "N", "H", "H", "C", "C", "O", "C", "H", "H", "H", "H", "H", "H", "H", "H", "H", "H", "H", "H", "H", "H", "B", "F", "F", "F", "F", "B", "F", "F", "F", "F"],
  "positions_angstrom": [[-2.50307, -5.18072, -1.60683], [-2.63201, -6.41746, -2.25148], [-3.39665, -6.35946, -3.42571], [-3.68954, -7.74272, -3.89290], [-4.24740, -8.58030, -2.77038], [-4.37128, -9.51250, -3.20246], [-3.54445, -8.72454, -2.04207], [-5.59281, -8.13051, -2.33594], [-6.26818, -8.90602, -1.24681], [-5.52628, -8.91737, -0.01823], [-6.18884, -9.76901, 0.88561], [-3.46617, -4.66435, -1.50622], [-1.81894, -4.49221, -2.11528], [-2.13106, -5.34428, -0.59615], [-2.89149, -5.80295, -4.23032], [-4.31428, -5.77376, -3.27121], [-2.80489, -8.32530, -4.15177], [-4.44631, -7.77408, -4.67394], [-6.20259, -8.13657, -3.23695], [-5.49033, -7.09455, -2.00954], [-6.53054, -9.92376, -1.54714], [-7.17185, -8.34433, -0.98382], [-6.19331, -10.80338, 0.51436], [-7.19831, -9.43662, 1.13314], [-5.57443, -9.83951, 1.78792], [1.05758, -10.72872, 7.03226], [0.70615, -10.17446, 5.75186], [1.77519, -9.51243, 5.15743], [1.38324, -8.89816, 3.85341], [0.75494, -9.92711, 2.93914], [1.42565, -10.69990, 2.93740], [-0.10164, -10.30142, 3.36792], [0.48980, -9.47458, 1.54502], [-0.58699, -8.41780, 1.43667], [-1.71796, -8.84913, 2.16530], [-2.86967, -8.11366, 1.80072], [0.25825, -11.41030, 7.30569], [1.11924, -9.91207, 7.75518], [2.00025, -11.27477, 6.98964], [2.61439, -10.21404, 5.02552], [2.18104, -8.68310, 5.75916], [2.23701, -8.51699, 3.29693], [0.65288, -8.09813, 3.94757], [0.22033, -10.33827, 0.93445], [1.43516, -9.11505, 1.13546], [-0.81690, -8.30752, 0.37215], [-0.26281, -7.43600, 1.81050], [-3.77510, -8.52761, 2.24822], [-3.07363, -8.11952, 0.72490], [-2.82737, -7.06629, 2.11383], [-4.26001, -17.01100, -5.39317], [-4.25845, -15.60819, -5.14074], [-3.03315, -15.13871, -4.62676], [-2.95783, -15.33168, -3.13250], [-4.23230, -14.90390, -2.52057], [-4.98572, -15.33791, -3.07392], [-4.35954, -15.18552, -1.54675], [-4.53277, -13.43010, -2.60744], [-5.89920, -13.14954, -2.02476], [-5.87598, -13.59765, -0.68691], [-7.17524, -13.98007, -0.20479], [-5.29059, -17.34222, -5.48443], [-3.75415, -17.56227, -4.59692], [-3.77568, -17.22381, -6.35008], [-3.02653, -14.06859, -4.85320], [-2.19809, -15.58667, -5.17353], [-2.17232, -14.71571, -2.68714], [-2.73933, -16.35194, -2.81499], [-4.41442, -13.17787, -3.65640], [-3.72991, -12.92663, -2.06781], [-6.64256, -13.55882, -2.71818], [-5.98688, -12.05815, -2.08169], [-7.87377, -13.13414, -0.25426], [-7.01043, -14.19334, 0.84669], [-7.64680, -14.77092, -0.78749], [3.03494, -2.29879, -11.46285], [2.35320, -3.37650, -10.80842], [3.22297, -4.36716, -10.34000], [2.33365, -5.35837, -9.63898], [1.67216, -4.61939, -8.48373], [1.51021, -3.64020, -8.74722], [0.77953, -5.08520, -8.33963], [2.45784, -4.52307, -7.21926], [2.95195, -5.85928, -6.66584], [2.05209, -6.94876, -6.79286], [0.79990, -6.74952, -6.17038], [3.78263, -2.67699, -12.16065], [3.54577, -1.69422, -10.70285], [2.30778, -1.65913, -11.94758], [3.90848, -3.92677, -9.59508], [3.77584, -4.80505, -11.17505], [2.84898, -6.19099, -9.18483], [1.48881, -5.53856, -10.30256], [1.87838, -3.94826, -6.50020], [3.32730, -3.92003, -7.48057], [3.25355, -5.77083, -5.61726], [3.87070, -6.14181, -7.18236], [0.17015, -5.94546, -6.57178], [0.90372, -6.60497, -5.08790], [0.21413, -7.66374, -6.28664], [-2.36937, -4.64326, 3.81016], [-2.71300, -5.94449, 4.22941], [-2.04813, -6.42079, 5.36540], [-2.41057, -7.86857, 5.53508], [-3.89599, -7.99728, 5.63176], [-4.27333, -7.30814, 6.28781], [-4.28035, -7.78644, 4.70775], [-4.39695, -9.33788, 6.14251], [-4.33861, -10.44570, 5.10497], [-3.06504, -10.59632, 4.50089], [-3.15037, -11.46190, 3.37868], [-3.03235, -4.31802, 3.01254], [-1.37636, -4.61053, 3.32921], [-2.35007, -3.94858, 4.65123], [-2.18936, -5.79349, 6.25724], [-0.96026, -6.35238, 5.18237], [-1.90292, -8.32342, 6.37586], [-2.13767, -8.40429, 4.63106], [-5.44296, -9.17839, 6.39321], [-3.79290, -9.55381, 7.01905], [-5.09529, -10.26453, 4.33066], [-4.57077, -11.37081, 5.64680], [-3.87085, -11.10928, 2.64168], [-3.37139, -12.48747, 3.70046], [-2.14965, -11.56557, 2.95836], [2.95008, -9.91866, -11.36453], [2.88532, -10.29524, -9.98806], [2.13848, -9.41698, -9.20111], [2.06376, -10.02534, -7.82168], [1.81241, -11.48595, -7.99162], [0.93504, -11.63451, -8.50700], [2.52984, -11.91493, -8.58179], [1.55794, -12.42899, -6.80585], [0.37950, -11.99440, -5.97053], [-0.49415, -11.31960, -6.81748], [-1.80402, -11.00617, -6.29049], [3.49460, -8.98550, -11.49948], [1.96993, -9.94704, -11.84956], [3.48513, -10.72669, -11.86572], [1.13618, -9.20092, -9.59126], [2.69228, -8.47537, -9.10433], [1.29975, -9.64904, -7.15047], [3.01077, -9.95198, -7.28456], [2.46582, -12.52774, -6.21865], [1.34850, -13.34071, -7.36804], [0.70816, -11.30030, -5.18096], [-0.12055, -12.85493, -5.51309], [-2.14758, -10.22961, -6.96265], [-1.73168, -10.73902, -5.23787], [-2.43408, -11.88953, -6.40200], [9.05632, -14.81442, -0.43800], [7.86540, -15.29946, -1.10229], [7.02201, -14.28337, -1.55096], [5.67388, -14.93813, -1.72549], [5.16762, -15.25685, -0.34025], [5.98545, -15.62078, 0.16565], [4.89341, -14.37949, 0.10541], [4.06019, -16.24047, -0.26931], [2.78409, -15.68507, -0.83871], [2.41055, -14.52894, -0.11289], [1.39303, -13.77956, -0.76243], [9.76459, -14.51796, -1.21314], [9.46155, -15.66962, 0.09349], [8.86548, -13.99068, 0.25019], [7.36006, -13.85723, -2.50203], [6.94219, -13.47238, -0.81195], [5.74961, -15.88862, -2.24884], [4.89514, -14.32793, -2.17533], [3.95848, -16.45035, 0.79624], [4.38392, -17.15257, -0.76359], [1.96509, -16.41016, -0.80022], [2.92691, -15.47658, -1.91137], [0.59123, -14.43002, -1.12103], [1.76400, -13.21106, -1.62497], [0.99350, -13.04236, -0.07434], [-1.15440, -11.07643, -2.10749], [-2.49077, -10.59166, -1.91265], [-1.16794, -12.30930, -2.78941], [-0.37087, -10.15858, -2.80747], [-0.67426, -11.31500, -0.77276], [-5.20067, -10.80609, -5.27404], [-4.00897, -10.68458, -4.45881], [-5.63387, -12.14408, -5.17112], [-6.12899, -9.97882, -4.57335], [-5.03325, -10.48020, -6.59311]]
}

***

# 2
{
  "formula": "C42H112B4F16N7O14",
  "method": "ωB97M-V/def2-TZVPD",
  "total_charge": 3,
  "symbols": ["C", "O", "C", "C", "N", "H", "H", "C", "C", "O", "C", "H", "H", "H", "H", "H", "H", "H", "H", "H", "H", "H", "H", "H", "H", "C", "O", "C", "C", "N", "H", "H", "C", "C", "O", "C", "H", "H", "H", "H", "H", "H", "H", "H", "H", "H", "H", "H", "H", "H", "C", "O", "C", "C", "N", "H", "H", "C", "C", "O", "C", "H", "H", "H", "H", "H", "H", "H", "H", "H", "H", "H", "H", "H", "H", "C", "O", "C", "C", "N", "H", "H", "C", "C", "O", "C", "H", "H", "H", "H", "H", "H", "H", "H", "H", "H", "H", "H", "H", "H", "C", "O", "C", "C", "N", "H", "H", "C", "C", "O", "C", "H", "H", "H", "H", "H", "H", "H", "H", "H", "H", "H", "H", "H", "H", "C", "O", "C", "C", "N", "H", "H", "C", "C", "O", "C", "H", "H", "H", "H", "H", "H", "H", "H", "H", "H", "H", "H", "H", "H", "C", "O", "C", "C", "N", "H", "H", "C", "C", "O", "C", "H", "H", "H", "H", "H", "H", "H", "H", "H", "H", "H", "H", "H", "H", "B", "F", "F", "F", "F", "B", "F", "F", "F", "F", "B", "F", "F", "F", "F", "B", "F", "F", "F", "F"],
  "positions_angstrom": [[-21.79248, 16.21196, -22.23061], [-21.30451, 15.65755, -23.44733], [-21.11004, 16.55589, -24.54924], [-20.42649, 15.78103, -25.69671], [-21.34123, 14.82258, -26.43419], [-22.06561, 15.39869, -26.83851], [-20.81206, 14.60196, -27.26570], [-21.83792, 13.59061, -25.62415], [-22.47796, 12.49349, -26.44468], [-23.60843, 12.98633, -27.19652], [-24.33194, 12.09509, -28.02881], [-21.86906, 15.34443, -21.57515], [-22.77477, 16.66704, -22.35756], [-21.04058, 16.85920, -21.77913], [-20.54943, 17.45479, -24.29273], [-22.10489, 16.89354, -24.83969], [-19.55162, 15.19512, -25.41493], [-20.08176, 16.57993, -26.35322], [-22.41403, 14.05560, -24.82417], [-20.86470, 13.32405, -25.21196], [-22.82888, 11.78471, -25.69462], [-21.63672, 12.18595, -27.06583], [-25.03169, 11.53582, -27.40780], [-23.62428, 11.39756, -28.47688], [-24.94142, 12.59261, -28.78320], [-18.51820, 30.51959, -25.41065], [-18.33235, 31.89202, -25.60042], [-19.21161, 32.77712, -24.89782], [-18.69688, 34.19243, -25.03926], [-18.51918, 34.46107, -26.54461], [-17.69434, 33.91606, -26.75126], [-19.27997, 34.03056, -27.05053], [-18.13348, 35.90525, -26.99555], [-19.21132, 37.03923, -26.78845], [-19.41708, 37.37162, -25.34154], [-18.43076, 38.18369, -24.71106], [-17.67786, 29.99556, -25.86597], [-19.49202, 30.35751, -25.87270], [-18.48099, 30.33142, -24.33766], [-19.12031, 32.49833, -23.84804], [-20.26806, 32.65238, -25.13545], [-17.75096, 34.35272, -24.52192], [-19.48572, 34.90663, -24.80317], [-17.90940, 35.82495, -28.05924], [-17.22599, 36.21199, -26.47548], [-20.16013, 36.65694, -27.16489], [-18.74114, 37.90584, -27.25323], [-17.56731, 37.54828, -24.51407], [-18.75222, 38.71667, -23.81624], [-18.11818, 38.91423, -25.45718], [-5.81948, 30.82384, -27.13317], [-6.18730, 30.29982, -25.87708], [-6.06435, 28.93370, -25.74043], [-7.37807, 28.20224, -26.10307], [-8.63497, 28.58099, -25.26654], [-8.98434, 29.47280, -25.58704], [-9.26903, 27.86678, -25.59511], [-8.34293, 28.44565, -23.73625], [-9.64043, 28.59477, -22.94828], [-10.06807, 29.94796, -22.95932], [-11.34865, 30.17137, -22.26890], [-6.20352, 31.84304, -27.17610], [-6.25205, 30.18306, -27.90153], [-4.75950, 30.98681, -27.32809], [-5.80236, 28.67846, -24.71364], [-5.34644, 28.43687, -26.39301], [-7.21670, 27.14729, -25.88140], [-7.69048, 28.36665, -27.13431], [-7.70326, 29.27728, -23.44077], [-7.88586, 27.48806, -23.48685], [-9.45677, 28.25504, -21.92899], [-10.43750, 27.90942, -23.23649], [-12.06429, 29.43336, -22.63126], [-11.69180, 31.15115, -22.60111], [-11.36237, 30.23955, -21.18112], [-15.11254, 23.07470, -17.95327], [-15.58775, 23.03121, -16.71127], [-14.86978, 22.00913, -15.92438], [-15.84470, 21.56469, -14.77459], [-16.32708, 22.79909, -14.04311], [-16.31285, 23.55351, -14.71449], [-17.25529, 22.68648, -13.66121], [-15.54704, 23.21469, -12.80269], [-14.38689, 24.10316, -13.19986], [-14.90323, 25.16282, -13.98551], [-13.98188, 26.15519, -14.43527], [-14.05279, 23.32967, -17.95874], [-15.74874, 23.82818, -18.41762], [-15.18143, 22.07686, -18.38647], [-13.98336, 22.45844, -15.47662], [-14.55910, 21.12771, -16.48534], [-15.49412, 21.02985, -13.89191], [-16.77068, 21.10742, -15.12326], [-15.37902, 22.33989, -12.17452], [-16.27732, 23.88635, -12.35140], [-13.59705, 23.61597, -13.77160], [-13.95369, 24.61335, -12.33954], [-13.13284, 26.31922, -13.77170], [-14.50285, 27.10873, -14.52165], [-13.38247, 26.06573, -15.34126], [-10.15133, 34.67393, -9.69541], [-10.10203, 35.40868, -8.55767], [-11.12808, 36.30332, -8.26822], [-10.74624, 37.51094, -7.40873], [-9.42108, 38.20166, -7.99461], [-8.67608, 37.52486, -7.91087], [-9.46882, 38.31546, -8.99705], [-8.89436, 39.51091, -7.33348], [-9.50974, 40.70162, -7.93643], [-10.98225, 40.74176, -7.83438], [-11.58537, 41.93339, -8.33482], [-9.32628, 33.96413, -9.75524], [-10.01694, 35.38526, -10.51030], [-11.17118, 34.29647, -9.76965], [-11.96356, 35.76416, -7.82169], [-11.39592, 36.82637, -9.18625], [-10.73119, 37.33208, -6.33361], [-11.49290, 38.29673, -7.52327], [-7.80943, 39.61149, -7.30338], [-9.22620, 39.43997, -6.29765], [-8.99983, 40.81498, -8.89311], [-9.15077, 41.59308, -7.42210], [-11.55890, 42.79402, -7.66646], [-12.66542, 41.96865, -8.47743], [-11.06779, 42.19197, -9.25859], [-15.77894, 38.26797, -11.95627], [-16.54072, 38.01291, -10.78637], [-17.85339, 38.65035, -10.89003], [-18.94167, 37.84957, -10.18873], [-19.02141, 36.41564, -10.74215], [-19.96563, 36.08464, -10.87991], [-18.67697, 36.33011, -11.68774], [-18.20629, 35.45802, -9.81993], [-17.96115, 34.11185, -10.46434], [-19.09533, 33.66348, -11.17773], [-18.87086, 32.53050, -12.00921], [-16.22830, 37.82204, -12.84357], [-14.79496, 37.86426, -11.71770], [-15.69092, 39.32162, -12.22118], [-18.08652, 38.79772, -11.94456], [-17.70985, 39.64781, -10.47459], [-19.90671, 38.22631, -10.52768], [-18.89830, 37.92907, -9.10250], [-18.89112, 35.35017, -8.97881], [-17.27236, 35.98643, -9.62851], [-17.61088, 33.35871, -9.75852], [-17.22550, 34.26993, -11.25296], [-19.78815, 32.25439, -12.52926], [-18.70067, 31.64719, -11.39367], [-18.03484, 32.51392, -12.70842], [-8.19652, 10.84756, -14.06332], [-7.16799, 11.71154, -14.51011], [-6.85079, 12.61807, -13.41752], [-7.76970, 13.81179, -13.43373], [-7.85689, 14.42875, -14.90541], [-6.91120, 14.52772, -15.24597], [-8.43867, 13.79495, -15.43450], [-8.43207, 15.87606, -14.92094], [-8.33062, 16.54343, -16.30285], [-8.50048, 15.63916, -17.42923], [-9.84156, 15.27273, -17.74255], [-8.05174, 10.22874, -13.17778], [-8.51248, 10.25100, -14.91912], [-9.17222, 11.25376, -13.79667], [-5.87116, 13.08556, -13.51694], [-6.72527, 12.17318, -12.43039], [-7.38453, 14.60727, -12.79580], [-8.78767, 13.68775, -13.06435], [-8.02058, 16.48802, -14.11827], [-9.45181, 15.60684, -14.64570], [-7.32162, 16.82881, -16.60049], [-9.05596, 17.34632, -16.43451], [-10.39142, 16.10641, -18.17929], [-10.49933, 14.77955, -17.02687], [-9.76024, 14.64164, -18.62755], [-21.90332, 20.96291, -10.85595], [-21.38092, 22.20328, -11.00732], [-21.19323, 20.26095, -9.91878], [-23.25033, 21.04369, -10.58722], [-21.74032, 20.27505, -12.04384], [-14.82624, 12.73423, -15.07849], [-15.92492, 12.13734, -15.61113], [-15.01139, 14.05375, -15.05381], [-14.78970, 12.27470, -13.75805], [-13.58390, 12.43542, -15.67194], [-10.85346, 19.57842, -8.88574], [-11.15867, 20.50375, -7.95871], [-9.90010, 18.72926, -8.41597], [-11.98407, 18.71384, -9.10530], [-10.52264, 20.24271, -10.07149], [-12.74457, 22.54319, -25.43068], [-12.21904, 22.87793, -26.66384], [-11.83681, 22.76675, -24.42284], [-13.83112, 23.38788, -25.19516], [-13.19761, 21.28306, -25.44410]]
}

***

We obtain ΔE to the lowest compared entry with this formula, charge and spin values of 0.00, 1666.98 kJ/mol for the records listed above, in that order.
We obtain orbital gap values of 9.422, 4.982 eV for the records listed above, in that order.